Density functional theory data (ωB97M-V/def2-TZVPD) for a structure of composition C11H22IrO2S3Se2.

Properties
2S+1: 1
Maximum force: 1.7 eV/Å
LUMO (spin up / spin down): -4.89 / -4.45 eV
Charge: +1
Frontier orbital gap (spin up / spin down): 0.2119 / 0.2337 Ha

Each line ends with the Löwdin charge.
CARTESIAN COORDINATES (ANGSTROEM)
Ir  0.600  -0.410  -0.388  0.233
O  1.476  3.078  -1.650  -0.151
C  0.847  4.019  -0.805  -0.228
C  0.002  3.375  0.307  -0.551
C  -0.576  4.586  1.074  -0.216
O  -1.300  4.225  2.241  -0.033
C  -1.183  2.559  -0.224  -0.484
Se  -0.815  1.140  -1.520  0.734
C  0.800  2.547  1.331  -0.488
Se  2.018  1.114  0.786  0.688
H  1.994  3.543  -2.314  0.104
H  0.181  4.653  -1.404  0.136
H  1.601  4.658  -0.333  0.137
H  -1.190  5.189  0.397  0.136
H  0.254  5.205  1.414  0.135
H  -2.189  3.946  2.006  0.093
H  -1.894  3.230  -0.712  0.078
H  -1.692  2.051  0.592  0.063
H  0.106  2.077  2.020  0.063
H  1.425  3.224  1.918  0.082
C  0.783  -3.826  -2.087  -0.510
C  1.814  -3.897  -0.963  -0.459
S  2.018  -2.398  0.062  0.795
C  1.312  -2.829  1.663  -0.511
C  -0.185  -3.026  1.650  -0.473
S  -1.067  -1.519  1.104  0.871
C  -2.242  -2.169  -0.128  -0.488
C  -1.633  -2.520  -1.480  -0.536
S  -0.912  -4.187  -1.552  0.912
H  1.022  -4.575  -2.841  0.081
H  0.790  -2.850  -2.571  0.071
H  2.806  -4.052  -1.385  0.082
H  1.598  -4.713  -0.275  0.086
H  1.596  -1.989  2.299  0.075
H  1.811  -3.725  2.032  0.099
H  -0.527  -3.246  2.661  0.094
H  -0.487  -3.832  0.988  0.035
H  -2.968  -1.365  -0.252  0.080
H  -2.742  -3.023  0.330  0.090
H  -0.848  -1.806  -1.736  -0.013
H  -2.400  -2.464  -2.252  0.087